The following is a DFT calculation (the ωB97M-V functional and the def2-TZVPD basis) of a molecular structure, C12H21Br2N2O9PSc.

Structure (XYZ):
```
48
Properties=species:S:1:pos:R:3:forces:R:3
Sc -0.280 -0.235 0.185 -0.387 0.568 1.150
O 0.668 -0.132 -3.396 0.112 -0.023 0.076
C -0.065 0.374 -2.546 0.001 0.133 0.025
O 0.340 0.810 -1.399 0.311 0.476 -1.144
C -1.571 0.387 -2.781 -0.116 -0.213 0.223
C -2.270 1.310 -1.782 -0.110 -0.190 -0.018
C -3.762 1.422 -2.079 -0.003 -0.093 -0.027
C -4.301 0.066 -1.554 -0.023 0.099 0.012
C -3.021 -0.633 -1.130 0.093 0.029 -0.261
O -2.239 0.477 -0.575 -0.259 -0.063 -0.262
C -2.193 -1.031 -2.373 0.115 0.321 0.044
C -1.093 -2.038 -2.072 0.133 0.171 0.125
O -0.779 -2.911 -2.847 0.054 -0.116 0.086
O -0.444 -1.811 -0.940 -0.314 -0.935 -0.959
H -1.765 0.631 -3.821 -0.055 -0.054 -0.058
H -1.753 2.242 -1.594 0.052 0.049 0.075
H -3.932 1.564 -3.146 -0.025 0.009 0.024
H -4.206 2.261 -1.549 0.005 0.005 0.008
H -4.848 -0.507 -2.301 0.002 0.006 -0.011
H -4.946 0.210 -0.690 -0.029 -0.002 -0.009
H -3.133 -1.412 -0.385 0.071 -0.006 0.118
H -2.812 -1.446 -3.161 -0.046 0.071 -0.092
Br -0.034 2.136 1.749 0.231 0.471 -0.055
C 0.229 1.607 3.590 0.051 -0.033 -0.068
Br 2.010 0.990 4.018 -0.019 0.004 -0.151
H -0.471 0.807 3.795 -0.101 -0.159 0.109
H 0.073 2.511 4.158 -0.057 0.005 0.149
O -1.544 -0.988 3.946 0.032 0.093 0.114
C -1.652 -1.453 2.836 0.283 0.215 -0.250
O -1.191 -0.889 1.745 -0.545 -0.549 0.972
H -2.139 -2.422 2.671 -0.104 -0.071 -0.074
N 3.813 -2.200 2.588 -0.023 0.174 -0.063
C 4.109 -1.402 1.339 0.070 -0.051 0.186
P 2.588 -1.700 0.345 -0.240 -0.541 0.275
O 1.655 -0.564 0.682 0.594 -0.165 0.160
O 2.231 -3.102 0.719 0.071 0.178 -0.139
C 3.065 -1.610 -1.405 -0.054 0.047 -0.216
N 2.012 -2.199 -2.297 0.154 -0.047 0.254
H 3.241 -1.656 3.239 0.008 0.089 0.019
H 4.645 -2.530 3.071 0.043 0.016 0.011
H 3.216 -2.996 2.260 0.013 -0.075 -0.095
H 4.994 -1.824 0.867 0.022 -0.005 0.055
H 4.267 -0.358 1.593 0.024 0.005 0.053
H 4.003 -2.144 -1.542 -0.015 -0.036 -0.053
H 3.194 -0.564 -1.684 0.035 -0.007 -0.096
H 2.396 -2.851 -2.976 0.039 0.027 -0.063
H 1.524 -1.420 -2.803 -0.092 0.244 -0.280
H 1.256 -2.689 -1.797 -0.001 -0.072 0.122
```
Positions in Å, forces in eV/Å.

Its charge is +1. As for the largest force on an atom: 1.38 eV/A. The relative energy (zero: lowest compared OMol25 entry of this formula, charge and spin) comes out at 92.9 kJ/mol.